i) ORCA calculation (wB97M-V/def2-TZVPD) on 2 unconnected molecules or ions with the total composition C5H13NO2.

Structure (XYZ):
```
21
Properties=species:S:1:pos:R:3
O -0.017 -3.716 -2.143
C 0.844 -3.261 -1.390
N 0.767 -2.145 -0.653
C 2.582 -5.043 -2.253
C 0.000 0.000 0.000
C 2.184 -3.979 -1.168
C -0.427 -1.324 -0.605
H 1.647 -1.771 -0.289
H 2.318 -4.679 -3.260
H 2.081 -6.012 -2.087
H 3.673 -5.198 -2.210
H 0.509 -0.139 0.969
H -0.868 0.664 0.151
H 0.700 0.489 -0.698
H 2.992 -3.225 -1.116
H 2.115 -4.467 -0.177
H -1.165 -1.869 0.014
H -0.836 -1.251 -1.631
O -1.037 -0.037 4.314
H -1.489 -0.081 3.441
H -1.683 -0.423 4.948
```

Computed properties:
- Structure (SMILES): CCNC(=O)CC.O
- HOMO-LUMO gap: 10.18 eV

ii) ORCA calculation (wB97M-V/def2-TZVPD) on 2 unconnected molecules or ions with the total composition C5H13NO2.

Structure (XYZ):
```
21
Properties=species:S:1:pos:R:3
O -1.231 -1.213 2.610
C -0.088 -1.381 2.251
N 0.549 -0.754 1.238
C -0.156 0.188 0.360
C 0.769 0.638 -0.768
C 1.323 2.116 -0.493
C 0.062 0.720 -2.128
H 0.462 -2.329 2.503
H 1.496 -1.045 1.040
H -1.069 -0.276 -0.007
H -0.531 0.997 1.001
H 1.604 -0.054 -0.952
H 1.190 2.678 -1.412
H 0.647 2.520 0.259
H 2.377 2.117 -0.231
H -0.087 -0.330 -2.443
H 0.804 1.026 -2.860
H -0.881 1.259 -2.067
H -1.823 -2.756 0.396
H -2.798 -1.873 1.284
O -2.622 -2.247 0.418
```

Computed properties:
- Structure (SMILES): CC(C)CNC=O.O
- HOMO-LUMO gap: 10.59 eV

Which one sits at the bottom of the stability order? ii) does.

i) ORCA calculation (wB97M-V/def2-TZVPD) on 2 unconnected molecules or ions with the total composition C6H15N4O2.

Structure (XYZ):
```
27
Properties=species:S:1:pos:R:3
C -1.525 -1.459 2.266
O -1.999 -1.763 0.969
C -1.189 -1.305 -0.075
C 0.060 -2.161 -0.271
C 1.112 -1.547 -1.202
N 1.271 -0.104 -1.002
C 1.961 0.606 -0.126
N 1.784 1.909 -0.278
C 0.934 2.028 -1.301
N 0.468 3.180 -1.809
N 0.586 0.807 -1.742
H -2.168 -1.991 2.962
H -1.568 -0.391 2.494
H -0.502 -1.808 2.443
H -0.938 -0.250 0.106
H -1.806 -1.356 -0.976
H 0.512 -2.408 0.689
H -0.234 -3.112 -0.718
H 2.080 -2.003 -1.004
H 0.868 -1.712 -2.249
H 2.606 0.164 0.616
H 0.298 3.946 -1.179
H 0.304 3.330 -2.788
H -0.053 0.534 -2.474
O -1.264 2.053 2.147
H -1.209 2.796 2.757
H -0.389 2.017 1.747
```

Computed properties:
- Total charge: +1
- HOMO-LUMO gap: 9.46 eV

ii) ORCA calculation (wB97M-V/def2-TZVPD) on a gas-phase ion, C6H15N4O2 (charge +1).

Structure (XYZ):
```
27
Properties=species:S:1:pos:R:3
N -0.218 2.236 2.768
C 0.263 1.066 2.333
N 0.373 0.786 1.055
H 0.666 -0.178 0.734
C 0.015 1.666 -0.044
H -1.074 1.736 -0.141
H 0.415 2.667 0.145
C 0.627 1.131 -1.337
H 0.646 1.938 -2.070
H 1.661 0.850 -1.136
C -0.126 -0.043 -1.975
H 0.476 -0.407 -2.810
H -1.076 0.303 -2.383
C -0.426 -1.214 -1.027
N 0.723 -1.541 -0.180
H 0.557 -2.444 0.260
H 1.545 -1.667 -0.767
C -0.868 -2.438 -1.836
O -0.334 -3.508 -1.730
O -1.895 -2.178 -2.630
H -2.165 -2.965 -3.132
H -1.264 -0.953 -0.368
N 0.640 0.152 3.236
H 1.038 -0.722 2.941
H 0.595 0.341 4.222
H -0.261 2.447 3.749
H -0.532 2.939 2.123
```

Computed properties:
- Total charge: +1
- Structure (SMILES): NC(=[NH2+])NCCC[C@H](N)C(=O)O
- HOMO-LUMO gap: 10.92 eV

Which one sits at the bottom of the stability order? i) does.

i) ORCA calculation (wB97M-V/def2-TZVPD) on a molecular structure, C4H7IO.

Structure (XYZ):
```
13
Properties=species:S:1:pos:R:3
C -2.116 -2.650 -0.437
C -1.303 -1.641 -0.270
C 1.396 2.050 -0.409
C 0.914 0.757 0.206
O 1.440 0.544 1.369
I -1.808 0.355 0.197
H -3.124 -2.568 0.060
H -1.931 -3.728 -0.406
H 1.525 2.780 0.418
H 2.485 1.752 -0.646
H 1.001 2.539 -1.346
H -0.280 -1.634 -0.493
H 1.800 1.446 1.759
```

Computed properties:
- HOMO-LUMO gap: 7.96 eV

ii) ORCA calculation (wB97M-V/def2-TZVPD) on 2 unconnected molecules or ions with the total composition C4H7IO.

Structure (XYZ):
```
13
Properties=species:S:1:pos:R:3
C -0.673 0.053 -0.241
C 0.071 0.424 0.761
C -0.536 -1.274 -0.964
C 0.764 0.588 1.794
O 2.557 0.574 -1.339
I 3.377 -0.738 -0.346
H -1.479 0.693 -0.525
H 0.019 -0.928 -1.897
H 0.011 -1.929 -0.381
H -1.470 -1.693 -1.197
H 1.847 0.968 1.621
H 1.835 -1.283 0.218
H 0.553 0.498 2.796
```

Computed properties:
- HOMO-LUMO gap: 8.41 eV

Which one sits at the bottom of the stability order? ii) does.

i) ORCA calculation (wB97M-V/def2-TZVPD) on a molecular structure, C29H33CeN16O7S3.

Structure (XYZ):
```
89
Properties=species:S:1:pos:R:3
Ce -1.358 0.723 0.146
C -2.632 2.820 3.066
N -1.580 3.028 2.053
C -0.281 3.190 2.705
C 0.275 1.871 3.227
N 0.848 1.016 2.164
C 1.076 -0.323 2.736
C 2.096 1.581 1.681
C 3.267 1.425 2.415
C 4.482 1.921 1.967
C 4.529 2.590 0.750
C 3.370 2.772 0.022
C 2.125 2.285 0.463
S 0.706 2.639 -0.470
C -1.966 4.129 1.214
C -1.404 5.394 1.341
C -1.828 6.456 0.555
C -2.839 6.259 -0.374
C -3.415 5.006 -0.508
C -3.002 3.923 0.274
S -3.798 2.376 0.090
H -2.618 3.642 3.801
H -2.490 1.874 3.578
H -3.602 2.792 2.579
H -0.357 3.890 3.553
H 0.416 3.603 1.977
H -0.507 1.292 3.713
H 1.056 2.106 3.968
H 1.547 -0.275 3.729
H 1.718 -0.901 2.073
H 0.126 -0.832 2.856
H 3.240 0.910 3.369
H 5.379 1.786 2.560
H 5.471 2.975 0.376
H 3.385 3.306 -0.919
H -0.614 5.571 2.060
H -1.376 7.433 0.681
H -3.174 7.083 -0.994
H -4.200 4.837 -1.234
N -3.979 -2.080 1.022
C -3.293 -1.533 2.072
N -3.443 -1.980 3.314
N -2.654 -1.190 4.051
N -2.071 -0.320 3.305
N -2.445 -0.496 2.012
C -3.750 -1.794 -0.300
N -4.360 -2.424 -1.292
N -3.880 -1.844 -2.402
N -3.038 -0.923 -2.096
N -2.916 -0.850 -0.750
H -4.498 -2.916 1.218
C 1.884 -6.800 1.719
C 1.542 -5.751 0.671
N 1.194 -4.490 1.321
C 1.110 -3.319 0.577
S -0.352 -2.510 0.523
N 2.220 -2.870 0.008
C 3.577 -3.349 0.201
C 4.172 -3.934 -1.079
H 2.139 -7.747 1.241
H 1.033 -6.962 2.383
H 2.727 -6.468 2.325
H 0.712 -6.107 0.047
H 2.393 -5.589 0.013
H 0.336 -4.575 1.849
H 2.125 -2.080 -0.616
H 3.583 -4.075 1.013
H 4.184 -2.493 0.508
H 3.631 -4.826 -1.398
H 5.221 -4.198 -0.930
H 4.101 -3.205 -1.884
O -0.525 -1.363 -7.877
N -1.222 -0.605 -7.211
O -2.187 -0.012 -7.671
C -0.885 -0.403 -5.835
C 0.191 -1.068 -5.279
C 0.521 -0.873 -3.957
C -0.303 -0.080 -3.039
O -0.145 -0.068 -1.811
C -1.319 0.692 -3.745
C -1.604 0.515 -5.069
N -2.000 1.758 -3.080
O -2.681 2.519 -3.739
O -1.840 1.927 -1.878
N 1.738 -1.463 -3.525
O 2.269 -2.320 -4.227
O 2.297 -1.013 -2.536
H 0.806 -1.714 -5.886
H -2.389 1.094 -5.527
```

Computed properties:
- Total charge: -2
- 2S+1: 2
- <S²>: 0.75
- HOMO-LUMO gap (spin up / spin down): 5.45 / 5.46 eV

ii) ORCA calculation (wB97M-V/def2-TZVPD) on a molecular structure, C29H33CeN16O7S3.

Structure (XYZ):
```
89
Properties=species:S:1:pos:R:3
Ce 1.551 0.959 0.524
C 3.252 -1.322 2.445
N 2.239 -0.516 3.137
C 1.098 -1.303 3.585
C 0.275 -1.944 2.499
N -0.476 -1.054 1.597
C -0.921 -1.888 0.468
C -1.608 -0.394 2.249
C -2.845 -1.036 2.286
C -3.979 -0.428 2.812
C -3.863 0.859 3.327
C -2.632 1.495 3.322
C -1.467 0.901 2.796
S 0.028 1.793 2.835
C 2.846 0.209 4.236
C 2.788 -0.299 5.533
C 3.365 0.366 6.607
C 4.021 1.568 6.369
C 4.095 2.072 5.080
C 3.524 1.416 3.973
S 3.692 2.080 2.377
H 3.563 -2.191 3.047
H 4.116 -0.697 2.235
H 2.881 -1.693 1.485
H 0.468 -0.653 4.192
H 1.426 -2.147 4.212
H -0.433 -2.625 2.995
H 0.916 -2.566 1.870
H -1.500 -2.763 0.788
H -0.040 -2.249 -0.055
H -1.529 -1.288 -0.210
H -2.946 -2.036 1.887
H -4.927 -0.953 2.813
H -4.732 1.368 3.732
H -2.533 2.501 3.709
H 2.278 -1.232 5.729
H 3.297 -0.050 7.606
H 4.467 2.119 7.192
H 4.596 3.013 4.887
N 3.978 3.058 -1.440
C 4.395 1.766 -1.176
N 5.566 1.311 -1.579
N 5.599 0.032 -1.123
N 4.520 -0.249 -0.483
N 3.709 0.846 -0.509
C 2.850 3.693 -0.953
N 2.482 4.883 -1.370
N 1.328 5.130 -0.686
N 1.047 4.153 0.094
N 2.019 3.201 -0.038
H 4.529 3.577 -2.098
C -3.211 -0.105 -4.719
C -2.794 -0.489 -3.309
N -2.207 0.629 -2.578
C -2.476 0.982 -1.298
S -1.375 1.711 -0.292
N -3.720 0.639 -0.818
C -4.948 1.052 -1.501
C -6.105 0.144 -1.122
H -3.628 -0.969 -5.243
H -2.352 0.246 -5.296
H -3.957 0.693 -4.705
H -2.056 -1.297 -3.355
H -3.632 -0.867 -2.732
H -1.296 0.932 -2.882
H -3.743 0.802 0.183
H -4.783 1.032 -2.575
H -5.179 2.088 -1.237
H -5.887 -0.892 -1.393
H -7.024 0.454 -1.625
H -6.279 0.175 -0.043
O -0.781 -3.320 -6.548
N -0.501 -2.157 -6.315
O -0.679 -1.241 -7.099
C 0.075 -1.839 -5.013
C 0.242 -2.842 -4.071
C 0.730 -2.544 -2.834
C 1.004 -1.186 -2.385
O 1.265 -0.878 -1.223
C 0.897 -0.228 -3.478
C 0.450 -0.537 -4.727
N 1.276 1.186 -3.259
O 1.296 1.609 -2.122
O 1.504 1.860 -4.245
N 0.964 -3.701 -1.932
O 1.676 -3.531 -0.972
O 0.469 -4.773 -2.253
H -0.001 -3.865 -4.313
H 0.391 0.236 -5.480
```

Computed properties:
- Total charge: -2
- 2S+1: 2
- <S²>: 0.75
- HOMO-LUMO gap (spin up / spin down): 4.80 / 4.80 eV

Which one sits at the bottom of the stability order? ii) does.

i) ORCA calculation (wB97M-V/def2-TZVPD) on 2 unconnected molecules or ions with the total composition C4H7BrO2.

Structure (XYZ):
```
14
Properties=species:S:1:pos:R:3
C -2.936 0.723 0.077
C 1.257 -0.455 1.215
C 1.053 -0.086 -1.298
C 0.319 -0.031 0.058
O -2.605 1.831 0.178
O -0.806 -0.746 0.068
Br -4.440 -0.246 -0.132
H 2.142 0.174 1.243
H 0.730 -0.387 2.163
H 1.551 -1.491 1.059
H 1.967 0.502 -1.265
H 0.406 0.293 -2.088
H 1.295 -1.124 -1.525
H 0.067 1.044 0.247
```

Computed properties:
- HOMO-LUMO gap (spin up / spin down): 9.35 / 7.03 eV

ii) ORCA calculation (wB97M-V/def2-TZVPD) on C4H7BrO2 in the gas phase.

Structure (XYZ):
```
14
Properties=species:S:1:pos:R:3
C -0.463 -0.156 -0.720
C 0.199 -1.188 -1.619
C 0.744 0.700 -0.277
C 0.831 1.255 1.130
O 1.515 -1.420 -1.174
O 1.880 -0.242 -0.381
Br 0.828 2.146 -1.643
H -1.135 0.408 -1.388
H -1.148 -0.468 0.163
H -0.323 -2.098 -1.570
H 0.006 -0.686 -2.646
H 1.736 1.860 1.181
H 0.956 0.520 1.848
H 0.010 1.947 1.352
```

Computed properties:
- Structure (SMILES): C[C@]1(Br)CCOO1
- HOMO-LUMO gap: 10.46 eV

Which one sits at the bottom of the stability order? i) does.

i) ORCA calculation (wB97M-V/def2-TZVPD) on a molecular structure, C2H9N2S.

Structure (XYZ):
```
14
Properties=species:S:1:pos:R:3
C 1.579 2.052 -0.662
C 1.761 0.817 -0.040
N 2.723 0.324 0.537
N -2.530 -2.059 0.672
S -0.563 0.139 -0.019
H 0.640 2.086 -1.164
H 2.292 2.177 -1.390
H 1.727 2.857 0.022
H 2.768 -0.659 0.918
H -2.405 -2.678 -0.096
H -1.399 -0.985 0.528
H -3.466 -1.565 0.443
H -2.834 -2.402 1.561
H -0.292 -0.107 -1.309
```

Computed properties:
- Total charge: +1
- HOMO-LUMO gap: 9.16 eV

ii) ORCA calculation (wB97M-V/def2-TZVPD) on 2 unconnected molecules or ions with the total composition C2H9N2S.

Structure (XYZ):
```
14
Properties=species:S:1:pos:R:3
C 0.889 2.137 0.035
C -0.870 -1.513 -0.042
N 1.008 0.684 -0.056
N -2.034 -1.085 0.257
S -0.391 -3.142 -0.249
H 1.892 2.461 0.231
H 0.603 2.704 -0.940
H 0.071 2.335 0.843
H 1.654 0.317 -0.731
H -0.058 -0.529 -0.207
H -2.679 -1.815 0.558
H 1.473 0.420 0.833
H -2.283 -0.134 0.475
H 0.724 -2.840 -1.007
```

Computed properties:
- Total charge: +1
- HOMO-LUMO gap: 9.81 eV

Which one sits at the bottom of the stability order? i) does.